Version A
{"formula": "C32H96O16", "method": "wB97M-V/def2-TZVPD", "lumo_ha": 0.0037, "homo_lumo_gap_ev": 9.58, "charge": 0, "elements": ["O", "O", "O", "O", "O", "O", "O", "O", "O", "O", "O", "O", "O", "O", "O", "O", "C", "C", "C", "C", "C", "C", "C", "C", "C", "C", "C", "C", "C", "C", "C", "C", "C", "C", "C", "C", "C", "C", "C", "C", "C", "C", "C", "C", "C", "C", "C", "C", "H", "H", "H", "H", "H", "H", "H", "H", "H", "H", "H", "H", "H", "H", "H", "H", "H", "H", "H", "H", "H", "H", "H", "H", "H", "H", "H", "H", "H", "H", "H", "H", "H", "H", "H", "H", "H", "H", "H", "H", "H", "H", "H", "H", "H", "H", "H", "H", "H", "H", "H", "H", "H", "H", "H", "H", "H", "H", "H", "H", "H", "H", "H", "H", "H", "H", "H", "H", "H", "H", "H", "H", "H", "H", "H", "H", "H", "H", "H", "H", "H", "H", "H", "H", "H", "H", "H", "H", "H", "H", "H", "H", "H", "H", "H", "H"], "coordinates": [[2.420, -1.946, 3.801], [0.855, 0.665, -0.010], [-3.123, -3.917, 1.377], [3.090, 1.036, -1.610], [-4.439, 1.263, 0.662], [6.393, -1.402, 0.283], [-3.164, 2.328, -1.628], [-4.301, -1.529, 0.617], [2.834, -4.421, 2.420], [3.179, 0.304, -4.358], [-1.465, -0.977, -6.115], [0.915, -6.198, -1.444], [-2.861, 0.794, 5.034], [-0.505, 2.809, -1.111], [1.719, 5.727, 3.419], [6.609, 2.798, 2.500], [-3.692, 3.555, -2.130], [0.114, 5.095, -1.529], [1.872, -4.882, 1.459], [-0.992, 0.129, -5.357], [-3.971, -1.241, -1.751], [0.080, -5.569, -2.439], [-1.770, 2.146, 3.333], [5.406, 1.643, -1.927], [-5.300, 2.293, 1.139], [-4.970, -1.528, -0.645], [0.444, 3.644, -1.800], [1.429, 0.220, 3.638], [4.021, -1.952, -0.003], [-4.200, -3.867, 3.533], [3.979, 2.143, -1.718], [0.182, -0.543, -0.355], [5.290, -2.126, 0.828], [4.638, 1.588, 1.763], [-1.178, -0.590, 0.323], [-0.913, -4.617, -1.784], [2.240, -1.777, -3.655], [0.471, -4.428, 1.827], [-1.466, 0.072, -3.915], [1.753, 3.707, 2.017], [5.531, 2.799, 1.574], [1.950, -0.460, -4.328], [-2.405, 0.809, 3.684], [1.653, -1.115, 2.963], [0.944, 4.855, 2.605], [-4.915, 3.227, -2.972], [-6.428, 1.627, 1.907], [-2.877, -3.695, 2.783], [-1.269, 1.033, -3.420], [6.502, -1.625, -0.645], [4.361, 1.502, 2.818], [-3.858, 1.625, -0.030], [-3.475, -0.287, -1.558], [2.072, -4.508, 0.455], [-4.486, -1.159, -2.711], [-4.858, -3.033, 3.283], [1.216, 0.144, -3.783], [-0.865, 5.279, -1.972], [-6.903, 0.867, 1.287], [0.671, -1.560, 2.748], [-2.223, 2.475, -1.404], [-5.433, 4.140, -3.274], [-3.238, 0.636, 2.994], [5.702, 0.959, -1.129], [3.961, 2.763, -0.824], [0.348, -6.752, -0.900], [-4.667, -4.808, 3.254], [-1.693, -0.011, 3.586], [3.121, 0.580, -2.470], [5.922, 2.817, 0.548], [2.357, 0.701, 3.946], [-1.562, -4.164, -2.536], [1.429, 3.337, -1.432], [-1.036, 2.489, 4.063], [2.669, 4.074, 1.552], [0.735, 0.101, 4.470], [0.338, -3.349, 1.743], [1.158, 3.243, 1.222], [-1.817, 0.225, -0.027], [-4.032, -3.861, 4.614], [-5.512, -2.462, -0.788], [7.038, 1.938, 2.441], [0.958, 0.903, 2.923], [-1.703, -1.514, 0.079], [-1.102, -1.779, -5.728], [0.769, -1.422, -0.070], [-0.390, -3.832, -1.235], [-5.728, -0.741, -0.629], [0.230, -4.704, 2.856], [0.624, 5.480, 1.770], [5.126, 0.652, 1.481], [0.102, 0.187, -5.411], [-7.193, 2.344, 2.205], [-0.054, 2.103, -0.616], [-0.905, -0.689, -3.370], [3.688, -0.916, -0.084], [-3.571, -3.102, 1.079], [0.864, 5.711, -2.037], [2.419, -2.860, 3.476], [-1.365, 1.042, -5.823], [3.207, -2.534, 0.430], [-3.159, -1.968, -1.795], [2.015, 2.930, 2.736], [6.106, 2.482, -1.865], [-0.254, -4.921, 1.182], [-3.959, 4.198, -1.285], [-3.418, 1.567, 5.169], [-2.215, -4.498, 3.103], [5.149, -1.794, 1.853], [-2.466, -2.687, 2.853], [3.687, 1.637, 1.224], [-5.651, 2.927, 0.318], [-1.319, 2.126, 2.337], [-5.651, 2.664, -2.395], [1.874, -5.970, 1.545], [-2.558, 2.908, 3.323], [3.115, -2.235, -4.117], [3.669, 2.765, -2.567], [4.274, -2.331, -0.998], [-6.024, 1.158, 2.804], [2.081, 5.218, 4.152], [3.496, -5.102, 2.547], [1.668, 0.727, -0.541], [4.981, 3.731, 1.708], [2.126, -0.965, 1.981], [3.006, 1.148, -4.788], [1.579, -0.604, -5.346], [-1.522, -5.137, -1.042], [2.521, -1.633, -2.607], [0.730, -5.010, -3.108], [-4.332, -0.613, 0.934], [-2.961, 4.058, -2.769], [-1.052, -0.508, 1.404], [5.531, 1.154, -2.892], [-0.013, -0.516, -1.437], [0.409, 3.436, -2.873], [-0.430, -6.377, -2.967], [-4.722, 2.954, 1.800], [1.373, -2.434, -3.643], [5.555, -3.188, 0.781], [0.060, 4.486, 3.132], [0.130, 5.395, -0.486], [-4.610, 2.665, -3.853], [-2.547, -0.012, -3.839]]}

Version B
{"formula": "C32H96O16", "method": "wB97M-V/def2-TZVPD", "lumo_ha": 0.0027, "homo_lumo_gap_ev": 9.46, "charge": 0, "elements": ["O", "O", "O", "O", "O", "O", "O", "O", "O", "O", "O", "O", "O", "O", "O", "O", "C", "C", "C", "C", "C", "C", "C", "C", "C", "C", "C", "C", "C", "C", "C", "C", "C", "C", "C", "C", "C", "C", "C", "C", "C", "C", "C", "C", "C", "C", "C", "C", "H", "H", "H", "H", "H", "H", "H", "H", "H", "H", "H", "H", "H", "H", "H", "H", "H", "H", "H", "H", "H", "H", "H", "H", "H", "H", "H", "H", "H", "H", "H", "H", "H", "H", "H", "H", "H", "H", "H", "H", "H", "H", "H", "H", "H", "H", "H", "H", "H", "H", "H", "H", "H", "H", "H", "H", "H", "H", "H", "H", "H", "H", "H", "H", "H", "H", "H", "H", "H", "H", "H", "H", "H", "H", "H", "H", "H", "H", "H", "H", "H", "H", "H", "H", "H", "H", "H", "H", "H", "H", "H", "H", "H", "H", "H", "H"], "coordinates": [[2.058, -2.971, -2.529], [-3.728, 3.896, 3.107], [4.221, 3.768, -3.792], [-2.088, -3.360, -0.693], [3.145, 3.745, 1.566], [-1.399, 4.078, 0.769], [6.021, -3.701, -1.410], [4.592, 1.317, 1.175], [0.908, -2.508, 2.141], [-1.218, 2.989, 3.424], [0.489, -1.736, -0.429], [2.975, -0.421, 2.753], [-4.146, -3.565, 1.095], [-3.793, -0.648, -4.276], [0.106, -1.515, 4.886], [1.963, -0.565, -4.581], [1.654, -3.671, 2.409], [-4.801, -1.396, -2.281], [5.810, 4.248, -2.071], [2.854, -3.359, 3.278], [4.545, -2.771, 0.187], [5.241, -1.549, -2.015], [-5.855, 3.275, 2.795], [-4.159, -2.426, 1.903], [5.652, -2.449, -0.783], [-3.977, 1.965, 1.678], [-0.038, -0.159, 4.677], [2.032, 3.439, 2.332], [3.221, 4.157, -1.653], [-1.606, 4.008, -1.562], [-0.672, 4.228, -0.409], [-3.591, -0.861, -2.902], [4.398, 4.482, -2.624], [1.115, 0.354, -5.180], [0.142, 5.567, -0.356], [-0.097, -0.494, -5.545], [-4.447, 2.761, 2.900], [-1.688, -4.521, -1.260], [0.854, 1.565, -4.244], [-0.637, -5.058, -0.306], [0.156, -0.333, -0.457], [-3.168, 0.537, -2.307], [-2.920, -5.465, -1.566], [0.708, -4.612, 3.110], [-2.742, -2.234, 2.406], [-5.220, -2.442, 3.006], [1.419, 0.443, -0.244], [-0.970, -0.077, 0.543], [2.186, -2.219, -3.107], [-2.118, 3.277, 3.579], [0.763, 5.523, 0.539], [1.524, 0.544, -6.172], [3.678, -3.228, -0.289], [-2.800, 0.444, -1.285], [1.063, 3.480, 1.835], [-2.335, 4.816, -1.497], [0.685, -1.977, 0.480], [4.275, 5.561, -2.723], [-5.178, -1.522, 3.589], [1.844, 4.088, 3.188], [1.071, 1.460, -0.064], [-5.066, -2.410, -2.579], [-2.443, 0.965, -2.999], [3.870, 4.389, -4.434], [-0.062, 1.328, -3.703], [-4.033, 1.198, -2.362], [1.923, 0.294, 0.711], [-2.961, 1.627, 1.886], [3.152, 5.004, -0.970], [4.036, 2.067, 1.386], [3.448, -4.248, 3.488], [-0.745, -0.577, -4.672], [1.130, -5.596, 3.313], [-2.545, -6.390, -2.004], [0.461, -1.655, 5.767], [-4.403, -1.559, 1.289], [1.560, 1.821, -3.453], [-5.939, 4.177, 2.188], [-0.447, 6.472, -0.206], [-6.490, 2.570, 2.258], [-3.975, 2.573, 0.773], [-1.113, -4.286, -2.156], [2.991, -0.122, 3.662], [2.572, -2.944, 4.246], [-1.150, -5.391, 0.595], [6.158, -1.385, -2.582], [2.142, 2.421, 2.707], [-1.095, 3.084, 2.479], [4.506, -2.049, -2.645], [-5.172, -3.305, 3.670], [6.563, 4.532, -2.806], [-1.783, -0.745, 0.260], [-2.686, -1.211, 2.779], [0.919, 0.340, 4.524], [-1.207, 0.973, 0.367], [1.379, -2.690, -1.916], [-0.091, -4.918, 2.435], [-0.719, -0.076, -6.336], [3.567, -2.736, 2.739], [3.401, 3.177, -1.212], [-2.116, 4.715, 0.726], [2.714, 0.023, -4.471], [-3.470, -5.564, -0.630], [-0.449, 0.374, 5.534], [-3.475, -3.476, 0.414], [-0.199, -5.954, -0.746], [-5.710, -0.802, -2.375], [2.416, -1.198, 2.765], [0.629, 2.392, -4.918], [3.089, 4.630, 1.197], [0.293, -2.357, 2.862], [0.292, -1.462, -5.863], [6.069, 4.767, -1.148], [4.272, 0.614, 1.741], [5.371, -3.891, -2.091], [-1.934, -2.270, 1.676], [-3.624, -4.986, -2.247], [6.023, 3.196, -1.881], [2.299, 4.081, -2.229], [-6.245, 3.432, 3.800], [4.210, -1.821, 0.604], [-0.642, 0.040, 3.791], [-4.659, 1.156, 1.417], [4.750, -0.644, -1.658], [-3.771, 4.472, 2.340], [-6.223, -2.502, 2.581], [-2.580, -2.954, 3.208], [0.417, -4.274, 4.105], [-1.339, -2.782, -0.854], [-4.694, -1.378, -1.196], [-1.088, 4.086, -2.518], [1.879, -4.002, 1.395], [0.860, 5.670, -1.170], [2.210, 0.471, -0.994], [-4.466, 0.035, -4.327], [6.569, -2.049, -0.349], [-0.739, -0.163, 1.605], [0.024, -4.273, 0.063], [-2.786, -1.587, -2.792], [-2.216, 3.106, -1.547], [4.891, -3.400, 1.008], [-4.405, 2.027, 3.704], [0.137, 3.500, -0.356], [-0.211, 0.080, -1.397]]}

Most stable of them? version A.

Version A
{"formula": "C5H14O2S", "method": "wB97M-V/def2-TZVPD", "lumo_ha": 0.0254, "smiles": "CSCCCCO.O", "homo_lumo_gap_ev": 9.39, "charge": 0, "elements": ["S", "O", "O", "C", "C", "C", "C", "C", "H", "H", "H", "H", "H", "H", "H", "H", "H", "H", "H", "H", "H", "H"], "coordinates": [[-2.472, -0.487, 0.252], [2.156, 1.392, -2.535], [2.968, -0.306, 1.147], [0.325, -0.038, -0.166], [-2.721, -0.101, -1.498], [-0.765, -1.048, 0.256], [0.814, 0.839, 0.992], [1.815, 0.119, 1.868], [-0.669, -1.968, -0.316], [2.105, 0.723, 2.730], [-0.149, 0.581, -0.927], [1.247, 1.306, -2.222], [-2.722, -0.985, -2.139], [1.138, -0.593, -0.637], [1.234, 1.734, 0.551], [1.362, -0.816, 2.219], [-1.976, 0.609, -1.844], [2.385, 0.483, -2.756], [-0.061, 1.069, 1.613], [3.492, 0.450, 0.868], [-3.692, 0.398, -1.522], [-0.545, -1.359, 1.282]]}

Version B
{"formula": "C5H14O2S", "method": "wB97M-V/def2-TZVPD", "lumo_ha": 0.0273, "smiles": "CSCCCCO.O", "homo_lumo_gap_ev": 9.28, "charge": 0, "elements": ["S", "O", "O", "C", "C", "C", "C", "C", "H", "H", "H", "H", "H", "H", "H", "H", "H", "H", "H", "H", "H", "H"], "coordinates": [[-0.153, -1.430, 0.926], [0.001, 3.729, -1.569], [0.720, -1.510, 5.448], [-0.104, -2.829, -0.106], [0.168, 2.533, -0.820], [0.613, -0.229, -0.287], [-0.311, 0.116, -1.349], [-0.839, 1.517, -1.360], [-0.360, 3.434, -2.418], [1.518, -0.811, -0.813], [-1.801, 1.348, -0.763], [-1.140, 1.898, -2.404], [0.038, 2.693, 0.263], [0.778, -2.634, -0.862], [-0.970, -3.013, -0.668], [1.263, 2.403, -1.171], [1.061, 0.395, 0.455], [0.131, -0.829, 5.547], [0.264, -0.045, -2.337], [0.346, -2.313, 5.532], [-1.170, -0.600, -1.526], [-0.052, -3.823, 0.283]]}

Most stable of them? version A.

Version A
{"formula": "C4H4O4", "method": "wB97M-V/def2-TZVPD", "lumo_ha": -0.0592, "smiles": "COC(=O)C(=O)C=O", "homo_lumo_gap_ev": 8.87, "charge": 0, "elements": ["O", "O", "O", "O", "C", "C", "C", "C", "H", "H", "H", "H"], "coordinates": [[1.707, 1.978, -0.097], [-0.702, 0.365, -0.652], [-0.624, 0.117, 1.663], [1.829, -1.593, -0.029], [1.422, 0.749, 0.065], [-2.057, -0.164, -0.444], [-0.029, 0.374, 0.514], [2.315, -0.499, 0.037], [3.374, -0.305, -0.035], [-2.496, -0.772, -1.428], [-1.910, -0.863, 0.432], [-2.827, 0.612, -0.026]]}

Version B
{"formula": "C4H4O4", "method": "wB97M-V/def2-TZVPD", "lumo_ha": 0.0015, "smiles": "O=C1COC(=O)CO1", "homo_lumo_gap_ev": 10.75, "charge": 0, "elements": ["O", "O", "O", "O", "C", "C", "C", "C", "H", "H", "H", "H"], "coordinates": [[0.607, -0.164, -1.221], [-1.118, -1.269, -2.166], [-1.037, 0.699, 0.756], [0.303, 2.435, 1.297], [-0.601, -0.753, -1.162], [0.361, 1.258, 0.739], [-1.091, -0.677, 0.362], [1.310, 0.355, -0.106], [1.620, -0.487, 0.586], [-2.206, -0.969, 0.497], [-0.368, -1.309, 1.111], [2.220, 0.882, -0.692]]}

Version C
{"formula": "C4H4O4", "method": "wB97M-V/def2-TZVPD", "lumo_ha": -0.0143, "smiles": "C=C(C(=O)O)C(=O)O", "homo_lumo_gap_ev": 10.26, "charge": 0, "elements": ["O", "O", "O", "O", "C", "C", "C", "C", "H", "H", "H", "H"], "coordinates": [[1.221, -1.406, -0.224], [-2.375, 0.534, 0.047], [-1.445, -1.446, 0.120], [2.421, 0.394, 0.245], [-0.015, 1.899, -0.115], [-0.016, 0.572, -0.173], [1.241, -0.188, -0.064], [-1.410, -0.165, 0.051], [0.966, 2.365, -0.180], [-0.515, -1.831, 0.026], [3.093, -0.375, 0.298], [-0.920, 2.519, 0.143]]}

Version D
{"formula": "C4H4O4", "method": "wB97M-V/def2-TZVPD", "lumo_ha": 0.0167, "smiles": "COc1coc(=O)o1", "homo_lumo_gap_ev": 9.81, "charge": 0, "elements": ["O", "O", "O", "O", "C", "C", "C", "C", "H", "H", "H", "H"], "coordinates": [[-1.012, -1.122, -0.170], [1.156, -1.222, -0.199], [1.868, 0.792, -0.255], [3.483, -0.672, 0.217], [0.516, 0.793, -0.141], [0.162, -0.440, -0.179], [2.320, -0.335, -0.219], [-2.037, -0.034, 0.085], [-2.077, -0.031, 1.421], [-1.525, 1.085, -0.397], [0.080, 1.696, 0.368], [-2.934, -0.512, -0.529]]}

Most stable of them? version C.